Record 1
Computed, not measured: a structure of composition C24H29N3O4S, with ωB97M-V with the def2-TZVPD basis set.

```
61
Properties=species:S:1:pos:R:3:lowdin_charge:R:1
S -3.80 1.51 -0.52 0.815
O -4.19 2.84 0.01 -0.299
O 2.38 0.60 2.39 0.025
O 3.43 -2.68 -1.46 -0.063
O -3.81 1.56 -2.20 -0.416
N -4.75 0.18 -0.14 -0.252
N 2.60 -0.44 -1.45 0.137
N 1.42 -0.91 0.82 0.073
C -0.53 -0.89 -0.39 -0.308
C -6.89 -1.05 -0.81 -0.114
C -5.92 0.13 -1.06 -0.222
C -5.18 0.31 1.37 -0.132
C 4.61 1.78 -0.37 -0.303
C 3.57 -1.41 1.93 0.030
C 4.75 0.68 -1.30 -0.284
C 0.20 -0.37 0.46 -0.145
C 5.47 2.28 0.35 -0.067
C 0.09 -1.88 -0.81 -0.110
C 6.92 0.47 -0.07 -0.063
C 5.87 0.09 -0.93 -0.078
C 2.56 -1.70 -0.99 -0.366
C -2.26 0.85 -0.34 -0.328
C -7.10 -1.35 0.79 -0.146
C 2.49 -0.51 1.74 -0.329
C -5.83 -1.10 1.55 -0.210
C 1.53 -1.88 -0.07 -0.289
C -0.35 0.89 1.25 0.090
C 6.60 1.47 0.89 0.028
C 3.25 2.35 -0.41 -0.035
C -1.83 -0.31 -0.90 0.097
C -1.60 1.35 0.94 -0.057
C 3.75 0.24 -2.10 -0.164
H -7.71 -0.36 1.01 0.157
H -0.37 -3.16 -0.64 0.221
H 2.68 2.46 -1.27 0.055
H -3.95 0.26 1.72 0.175
H -4.89 -1.84 1.18 0.170
H 7.35 1.68 1.34 -0.012
H -5.84 -1.15 2.70 0.122
H -2.34 -0.80 -1.74 0.141
H -7.50 -2.11 0.96 -0.027
H 4.19 -0.66 -2.83 0.180
H 3.47 1.20 -2.83 0.196
H 4.27 -1.07 2.50 0.019
H 4.07 -1.40 0.92 0.121
H 6.16 -0.98 -1.76 0.201
H 2.58 2.31 0.31 0.009
H -1.94 2.32 1.12 0.080
H -5.73 0.16 -2.07 0.076
H 3.36 -2.42 2.46 0.156
H 3.46 3.54 -0.09 0.166
H -7.86 -1.09 -1.24 0.091
H 5.27 3.05 1.21 0.158
H -5.61 1.20 1.64 0.071
H 0.19 1.47 2.03 0.109
H -6.13 -1.86 -1.15 0.130
H 7.88 -0.16 -0.02 0.129
H 0.17 -2.02 -2.02 0.189
H 1.76 -2.92 0.27 0.176
H -6.59 0.90 -0.76 0.110
H 2.11 0.38 -1.16 0.116
```

- total energy (eV) = -48834.861
- net charge = 0
- relative energy (zero: lowest compared OMol25 entry of this formula, charge and spin) (kcal/mol) = 508.5
- E_LUMO (hartree) = -0.0160



Record 2
Computed, not measured: the ion C5H10N4O with charge +2, with ωB97M-V with the def2-TZVPD basis set.

```
20
Properties=species:S:1:pos:R:3:lowdin_charge:R:1
O 1.69 -1.45 -0.32 0.205
N -0.35 1.76 -1.08 0.163
N 1.58 1.98 0.28 0.302
N 1.41 -1.38 1.94 0.285
N -0.89 -0.28 -0.47 -0.064
C -1.61 -1.47 -0.18 0.053
C 0.59 1.38 -0.22 -0.217
C 1.13 -1.16 0.69 -0.484
C -1.31 0.72 -1.42 -0.001
C 0.15 -0.01 0.20 0.052
H 2.04 -2.06 2.21 0.134
H -1.09 0.31 -2.46 0.217
H 0.73 -1.12 2.62 0.146
H -2.05 -1.36 0.90 0.170
H -2.28 0.89 -1.18 0.135
H -2.54 -1.54 -0.71 0.119
H 2.23 1.47 0.96 0.209
H -0.44 2.68 -1.69 0.271
H -0.83 -2.28 -0.19 0.141
H 1.83 2.93 0.13 0.162
```

- total energy (eV) = -13336.707
- net charge = +2
- relative energy (zero: lowest compared OMol25 entry of this formula, charge and spin) (kcal/mol) = 36.4
- E_LUMO (hartree) = -0.3539



Record 3
Computed, not measured: a cluster of 2 separate species, C5H8O2 in total, with ωB97M-V with the def2-TZVPD basis set.

```
15
Properties=species:S:1:pos:R:3:lowdin_charge:R:1
O 1.21 0.73 -2.45 0.147
O -0.67 1.60 -0.28 0.024
C 2.09 -0.75 -0.66 0.019
C -0.79 0.54 0.57 -0.500
C -0.21 0.61 1.77 0.036
C -1.59 -0.60 0.06 -0.037
C 1.64 0.05 -1.59 -0.275
H -0.33 -0.19 2.49 0.060
H 0.39 1.47 2.06 0.068
H -1.16 -0.99 -0.87 0.082
H -1.61 -1.42 0.77 0.083
H 2.90 -1.44 -0.86 0.065
H 1.65 -0.65 0.32 0.046
H -0.89 1.33 -1.18 0.092
H -2.62 -0.30 -0.14 0.089
```

- total energy (eV) = -9408.000
- net charge = 0
- relative energy (zero: lowest compared OMol25 entry of this formula, charge and spin) (kcal/mol) = 42.3
- E_LUMO (hartree) = 0.0291



Record 4
Computed, not measured: a structure of composition C3H4MgO3Rb, with ωB97M-V with the def2-TZVPD basis set.

```
12
Properties=species:S:1:pos:R:3:lowdin_charge:R:1
Rb -0.69 5.79 0.59 0.958
Mg 3.17 0.35 -0.33 1.084
O 0.97 -0.06 -0.09 -0.203
O 0.22 2.04 -0.34 0.121
O -1.20 0.31 -0.20 0.129
C 0.41 -1.39 0.04 -0.079
C -0.03 0.86 -0.26 -0.594
C -1.09 -1.13 0.10 -0.021
H -1.51 -1.28 1.10 0.148
H 0.58 -1.92 -0.93 0.155
H -1.67 -1.71 -0.62 0.151
H 0.83 -1.86 0.94 0.149
```

- spin multiplicity = 2
- total energy (eV) = -15403.521
- net charge = +2
- ⟨S²⟩ = 0.750
- E_LUMO (spin up / spin down) (hartree) = -0.2331 / -0.2898